No. 1
DFT (the ωB97M-V functional and the def2-TZVPD basis) results for C49H51CoN8OS3 as an isolated structure in a non-equilibrium geometry.

The HOMO energy (alpha / beta) comes out at -9.3715 / -9.4269 eV. Its spin multiplicity is 4. The lowest unoccupied orbital energy (alpha / beta) comes out at -2.253 / -4.127 eV. As for the charge: +1.

Each line ends with the Mulliken spin population.
Atoms and positions in Å:
1 Co -0.597 -0.472 -1.717  1.13
2 S 3.141 -1.317 -0.472  0.01
3 S 0.307 -1.047 0.847  0.03
4 S -1.775 0.997 -0.427  0.13
5 O 2.767 -0.431 -1.579  -0.01
6 N 2.146 -2.597 -3.708  0.00
7 N -3.184 0.700 1.786  0.11
8 N -1.866 -1.961 -1.378  0.17
9 N 3.430 6.937 -6.361  0.00
10 N -1.224 -0.830 3.078  0.18
11 N 0.410 -3.859 -1.029  0.16
12 N 0.377 -1.344 -3.245  -0.02
13 N -3.061 -3.243 0.036  0.07
14 C 1.188 -0.652 -4.130  0.01
15 C -2.023 4.812 2.349  0.00
16 C 0.264 1.119 -2.055  -0.03
17 C 2.734 1.077 0.927  0.00
18 C -1.831 -3.049 -0.566  0.02
19 C 3.622 2.174 0.358  0.00
20 C -3.409 0.176 3.110  -0.01
21 C 1.236 3.276 -3.165  0.00
22 C -3.933 -2.321 -0.480  0.04
23 C -2.390 3.621 1.750  0.00
24 C 2.945 6.182 -5.648  0.00
25 C 2.342 -1.418 -4.384  -0.01
26 C 0.683 2.191 -2.456  -0.01
27 C 0.156 -1.034 6.200  0.00
28 C 2.365 5.231 -4.782  0.00
29 C 2.618 3.486 -3.160  0.00
30 C 3.183 4.454 -3.958  0.00
31 C 2.000 0.977 -5.643  0.00
32 C -2.084 0.044 3.850  0.03
33 C -3.663 3.096 1.946  0.01
34 C 3.461 -0.254 1.031  0.00
35 C -1.288 -2.831 5.538  0.00
36 C 0.966 -2.510 -3.055  0.00
37 C -2.060 0.321 1.129  0.09
38 C -0.419 -1.800 5.194  0.01
39 C 3.196 0.266 -5.786  0.00
40 C -1.590 -3.074 6.866  0.00
41 C -5.115 -0.268 -1.858  0.01
42 C -1.026 -2.296 7.863  0.00
43 C -1.147 -0.541 1.737  0.39
44 C -3.172 -1.543 -1.380  -0.03
45 C -5.268 -2.059 -0.233  -0.03
46 C 0.981 5.042 -4.781  0.00
47 C -4.561 3.790 2.746  0.00
48 C -2.925 5.498 3.147  0.00
49 C 3.375 -0.963 -5.188  0.00
50 C 0.421 4.076 -3.975  0.00
51 C -3.781 -0.522 -2.106  0.02
52 C -4.197 4.988 3.337  0.00
53 C 5.074 -3.230 -0.165  0.00
54 C 4.231 -4.262 -0.910  -0.01
55 C -0.115 -1.495 3.751  -0.05
56 C -5.842 -1.008 -0.925  0.06
57 C -0.756 -3.871 -0.283  0.43
58 C 0.332 -3.735 -2.472  0.04
59 C 4.902 -1.858 -0.795  0.00
60 C -4.040 1.771 1.321  -0.01
61 C -0.145 -1.282 7.528  0.00
62 C 0.981 0.535 -4.826  -0.01
63 H -4.907 5.521 3.953  0.00
64 H -2.243 -0.398 4.833  0.00
65 H 0.364 5.647 -5.430  0.00
66 H -1.731 -3.439 4.762  0.00
67 H 0.043 1.061 -4.752  0.00
68 H 5.014 -1.897 -1.877  0.00
69 H -5.613 0.521 -2.399  0.00
70 H -1.688 3.105 1.113  0.00
71 H 1.879 0.960 0.259  0.00
72 H 1.873 1.901 -6.187  0.00
73 H -1.264 -2.483 8.899  0.00
74 H -2.638 6.425 3.620  0.00
75 H 0.840 -0.239 5.943  0.00
76 H -5.072 1.511 1.570  0.00
77 H 3.207 -3.898 -0.989  0.01
78 H 4.232 -5.219 -0.392  0.00
79 H -3.211 0.060 -2.820  0.04
80 H 3.977 1.883 -0.628  0.00
81 H 3.976 0.673 -6.411  0.00
82 H 4.629 -4.416 -1.911  0.00
83 H 0.089 -2.425 3.213  0.00
84 H -3.872 -0.816 3.030  0.00
85 H -3.944 1.832 0.234  0.00
86 H 4.482 2.359 1.000  0.00
87 H 0.789 -0.874 3.690  0.02
88 H 5.591 -1.117 -0.400  0.00
89 H 4.762 -3.181 0.882  0.00
90 H -0.723 -3.721 -2.765  0.01
91 H 4.252 4.604 -3.964  0.00
92 H 2.754 -3.400 -3.709  0.00
93 H -2.275 -3.865 7.128  0.00
94 H 2.361 1.369 1.912  0.00
95 H -1.031 5.208 2.191  0.00
96 H 4.267 -1.551 -5.344  0.00
97 H -1.628 1.036 3.970  0.01
98 H 0.025 -2.374 0.860  0.02
99 H 3.085 -0.853 1.860  0.00
100 H 0.802 -4.606 -2.945  0.00
101 H -0.647 3.925 -3.978  0.00
102 H -3.309 -4.031 0.605  -0.01
103 H -4.080 0.845 3.650  0.00
104 H -0.864 -4.640 0.469  0.00
105 H 1.120 -4.494 -0.701  -0.02
106 H -5.558 3.401 2.895  0.00
107 H 0.299 -0.674 8.300  0.00
108 H 6.121 -3.538 -0.182  0.00
109 H 3.237 2.860 -2.542  0.00
110 H -5.832 -2.653 0.468  0.00
111 H -6.877 -0.760 -0.743  0.00
112 H 4.530 -0.107 1.149  0.00
113 H 3.057 3.098 0.261  0.00


No. 2
DFT (the ωB97M-V functional and the def2-TZVPD basis) results for C49H52BN7SiTi as an isolated structure in a non-equilibrium geometry.

The HOMO energy (alpha / beta) comes out at -6.5350 / -8.0930 eV. Its spin multiplicity is 3. For the energy above the lowest of the compared OMol25 structures with the same formula, charge and spin, the calculation gives 62.1 kJ/mol. The lowest unoccupied orbital energy (alpha / beta) comes out at 0.606 / 0.608 eV.

Each line ends with the Mulliken spin population.
Atoms and positions in Å:
1 Ti 0.472 0.249 0.542  1.63
2 Si -2.538 -0.544 1.480  0.07
3 N 3.369 -0.884 0.701  0.10
4 N -1.342 0.390 -0.939  -0.10
5 N 2.315 -0.866 -1.619  -0.05
6 N 3.008 1.243 -0.646  0.05
7 N 2.100 1.699 0.287  0.09
8 N 2.210 -0.975 1.401  -0.19
9 N 2.135 -0.300 -2.836  0.03
10 C -0.282 -2.920 5.483  0.00
11 C -2.471 -2.383 1.930  0.00
12 C -1.724 -4.690 1.685  0.01
13 C -1.265 0.118 -2.443  -0.01
14 C -0.292 4.456 2.715  0.01
15 C 0.883 -1.151 4.353  0.00
16 C -5.520 1.899 2.937  0.00
17 C -1.143 0.459 2.020  0.14
18 C 2.684 3.376 -1.062  -0.03
19 C 1.534 -2.420 -2.981  -0.02
20 C -1.880 -3.401 1.171  -0.01
21 C -2.928 -2.724 3.193  0.00
22 C -4.241 0.175 1.896  0.01
23 C 1.614 -2.079 3.570  0.07
24 C -0.014 -1.595 5.305  0.00
25 C 1.302 -0.680 -5.064  0.00
26 C 4.340 2.161 -2.588  0.00
27 C 1.062 -1.150 -7.404  0.00
28 C 1.950 3.011 0.049  0.01
29 C 4.391 -1.540 1.378  0.01
30 C 0.594 3.603 2.085  0.01
31 C -1.016 2.672 -1.922  0.00
32 C -1.538 1.877 -0.733  0.06
33 C -2.885 -4.030 3.686  0.00
34 C -2.279 0.942 -3.285  0.00
35 C -2.275 -5.019 2.938  0.00
36 C 0.465 -3.899 4.752  0.00
37 C -5.444 -0.286 1.415  0.00
38 C 1.979 -2.173 -1.743  0.05
39 C 2.535 -1.730 2.497  0.01
40 C 1.149 0.205 -7.658  0.00
41 C 1.233 1.139 -6.638  0.00
42 C 3.339 2.211 -1.477  0.02
43 C -6.714 1.405 2.444  0.00
44 C -0.535 5.775 2.258  0.00
45 C 1.155 3.945 0.880  -0.03
46 C 1.174 -1.591 -6.098  0.00
47 C 1.261 0.721 -5.307  0.00
48 C -4.286 1.303 2.684  0.00
49 C 1.664 -1.168 -3.691  0.00
50 C 5.703 -1.755 0.741  0.00
51 C -6.705 0.312 1.647  0.00
52 C -2.527 -0.406 -0.467  0.02
53 C 2.095 -3.147 -0.621  0.01
54 C 0.164 6.113 1.127  0.00
55 C 0.952 5.243 0.408  0.01
56 C 3.866 -2.092 2.489  0.00
57 C 1.456 -3.465 3.887  0.00
58 C -1.950 2.459 -3.112  0.00
59 B 3.436 -0.266 -0.739  -0.03
60 H 1.211 -2.641 -5.924  0.00
61 H -7.673 1.942 2.579  0.00
62 H -1.181 6.417 2.881  0.00
63 H 1.339 1.450 -4.524  0.00
64 H -3.348 -4.239 4.629  0.00
65 H -1.531 2.778 -4.038  0.00
66 H 0.015 7.091 0.753  0.00
67 H 4.485 -0.320 -1.233  0.00
68 H 2.776 4.323 -1.526  0.00
69 H -1.466 -3.174 0.139  -0.01
70 H -5.644 2.763 3.589  0.00
71 H 6.430 -1.134 1.241  0.00
72 H -2.926 2.917 -2.944  0.00
73 H 0.268 -4.927 4.935  0.00
74 H 5.416 2.156 -2.345  0.00
75 H 1.066 -0.093 4.252  -0.01
76 H -2.614 2.041 -0.488  0.00
77 H 0.952 -1.906 -8.158  0.00
78 H -3.355 1.691 3.102  0.00
79 H -3.403 -1.933 3.820  0.00
80 H -2.217 -5.999 3.325  0.00
81 H 5.699 -1.496 -0.276  0.00
82 H -0.241 0.282 -2.789  0.06
83 H -2.404 -1.415 -0.819  -0.03
84 H -1.414 -0.945 -2.503  0.01
85 H -1.452 1.512 1.845  -0.01
86 H -1.141 -5.416 1.203  0.00
87 H 4.130 3.013 -3.224  0.00
88 H 1.356 2.236 -6.855  0.00
89 H -0.786 4.195 3.595  0.00
90 H -1.058 -3.188 6.193  0.00
91 H -2.196 0.663 -4.385  0.00
92 H 6.083 -2.775 0.909  0.00
93 H -3.236 0.579 -2.878  0.00
94 H -0.688 0.404 3.034  0.00
95 H 3.143 -3.259 -0.342  0.00
96 H 4.196 1.249 -3.171  0.00
97 H 1.177 -3.409 -3.317  0.00
98 H 4.409 -2.647 3.237  0.00
99 H -1.011 2.182 0.154  -0.06
100 H 0.768 2.655 2.528  0.01
101 H -5.433 -1.160 0.874  0.00
102 H -0.042 2.215 -2.113  0.03
103 H 1.540 -3.002 0.310  0.02
104 H -7.582 -0.105 1.185  0.00
105 H 1.128 0.605 -8.636  0.00
106 H -0.443 -0.760 5.809  0.00
107 H 1.426 5.491 -0.520  0.00
108 H -3.526 -0.073 -0.843  0.00
109 H -0.791 3.737 -1.612  0.01
110 H 1.831 -4.187 -0.988  0.00
111 H 2.164 -4.219 3.367  0.00


Q: Which E values were calculated for the entries above? A: -4988.13650, -3445.56572, in a.u..